Here is C41H50N3PPt as an isolated structure in a non-equilibrium geometry from the Open Molecules 2025 dataset. Energies are from ωB97M-V with the def2-TZVPD basis set.

Its orbital gap is 6.6 eV. The value obtained for the lowest unoccupied orbital energy is -0.61 eV. The molar mass is 810.9 g/mol. Its energy relative to the best compared isomer or geometry (same formula, charge and spin) is 34.4 kcal/mol. The value obtained for the strongest force on any atom is 1.04 eV Å⁻¹.

Structure (ORCA input):
```
! wB97M-V def2-TZVPD RIJCOSX def2/J DEFGRID3
* xyz 0 1
Pt 1.8361 -0.5806 -0.6446
N 1.2431 5.9469 7.1385
C 1.4185 5.2267 6.2617
C 1.6426 4.3311 5.1701
C 2.8484 4.3893 4.4731
C 3.0645 3.5324 3.4085
C 2.0886 2.6109 3.0383
C 0.8944 2.5523 3.7518
C 0.6628 3.4107 4.8097
C 2.3069 1.6788 1.8949
C 2.4237 0.3250 2.2596
C 2.6406 -0.1473 3.5828
C 2.8853 -1.4984 3.4981
C 2.7889 -1.8220 2.1324
N 2.5223 -0.7558 1.3922
C 2.4063 2.2722 0.6407
C 2.4261 3.6727 0.3486
C 2.7303 3.7981 -0.9791
C 2.8582 2.4736 -1.4748
N 2.6578 1.5716 -0.5372
H 3.6058 5.1011 4.7701
H 3.9984 3.5646 2.8658
H 0.1449 1.8268 3.4656
H -0.2679 3.3697 5.3584
H 2.6604 0.4631 4.4699
H 3.1072 -2.1785 4.3020
H 2.8905 -2.7946 1.6742
H 2.2583 4.4685 1.0533
H 2.8451 4.7063 -1.5449
H 3.0683 2.1751 -2.4920
C 3.7022 -1.1698 -1.1433
C 2.9805 -1.8438 -2.2036
C 2.5848 -1.1436 -3.3626
C 1.8362 -1.7780 -4.3418
C 1.4782 -3.1094 -4.1854
C 1.8409 -3.8118 -3.0396
C 2.5670 -3.1855 -2.0482
H 4.3430 -0.3345 -1.4270
H 4.2284 -1.7944 -0.4214
H 2.8892 -0.1126 -3.4836
H 1.5461 -1.2382 -5.2333
H 0.9112 -3.6065 -4.9616
H 1.5477 -4.8462 -2.9209
H 2.8520 -3.7201 -1.1528
C -2.9859 -3.2867 -2.9132
C -3.8440 -2.2451 -2.1835
C -3.0804 -1.5718 -1.0348
C -1.6114 -1.4023 -1.4273
C -0.9492 -2.7831 -1.5404
C -1.9416 -3.8693 -1.9698
P -0.5431 -0.2600 -0.4460
C -0.8670 -0.2445 1.3942
C -0.4798 -1.5798 2.0523
C -1.6495 -2.5332 2.2420
C -2.7697 -1.8804 3.0382
C -3.2597 -0.6146 2.3435
C -2.1106 0.3525 2.0727
C -0.9569 1.4693 -0.9817
C -0.2139 1.8793 -2.2637
C -0.9331 1.5752 -3.5699
C -2.3358 2.1643 -3.5771
C -3.1245 1.6498 -2.3807
C -2.4198 1.9385 -1.0556
H -2.4722 -2.8270 -3.7634
H -3.6217 -4.0706 -3.3290
H -4.7454 -2.7175 -1.7845
H -4.1826 -1.4851 -2.8923
H -3.1378 -2.1926 -0.1416
H -3.5496 -0.6221 -0.7772
H -1.5913 -0.9283 -2.4158
H -0.4824 -3.0555 -0.5890
H -0.1382 -2.7090 -2.2611
H -2.4441 -4.2938 -1.0953
H -1.4021 -4.6933 -2.4420
H -0.0474 0.4502 1.6271
H -0.0475 -1.3514 3.0341
H 0.3139 -2.0604 1.4787
H -1.3000 -3.4403 2.7423
H -2.0311 -2.8518 1.2687
H -2.3855 -1.6134 4.0287
H -3.5945 -2.5769 3.1986
H -3.9997 -0.1083 2.9695
H -3.7711 -0.8754 1.4154
H -1.7650 0.7195 3.0478
H -2.4645 1.2382 1.5456
H -0.4626 2.0207 -0.1669
H 0.7759 1.4193 -2.2662
H -0.0489 2.9623 -2.2099
H -0.9849 0.4944 -3.7407
H -0.3446 1.9801 -4.3979
H -2.8534 1.9274 -4.5094
H -2.2682 3.2563 -3.5233
H -3.2927 0.5778 -2.5049
H -4.1142 2.1136 -2.3529
H -3.0177 1.5332 -0.2385
H -2.4169 3.0256 -0.9162
*
```